# C38H35F46N3O8S

6 unconnected molecules or ions with the total composition C38H35F46N3O8S (wB97M-V/def2-TZVPD, OMol25).

```
131
Properties=species:S:1:pos:R:3:forces:R:3
C 2.3608 -0.2647 1.9486 -0.2 -0.4 0.1
N 2.3417 -0.6986 0.5334 0.2 0.7 -0.6
C 3.4141 0.0035 -0.2072 0.0 0.1 0.4
C 1.0966 -0.4331 -0.0747 -0.1 -0.2 0.3
O 0.8798 0.5458 -0.7455 0.0 0.0 -0.2
C 0.0181 -1.5052 0.0603 0.1 -0.2 0.1
C -1.0737 -1.2631 1.1689 0.1 -0.1 -0.2
C -0.9421 0.1141 1.6868 -0.1 -0.6 -0.1
N -0.8875 1.1895 2.0715 0.1 0.5 0.1
C -2.4753 -1.3352 0.4805 -0.2 0.3 -0.1
C -3.6158 -0.5237 1.1243 0.1 0.1 -0.1
C -4.9870 -0.9060 0.5171 0.3 0.2 -0.1
C -6.0633 -1.3437 1.4868 -0.1 -0.1 -0.5
F -7.2562 -1.3824 0.8267 0.0 0.0 0.0
F -5.8380 -2.6036 1.9318 -0.1 0.1 0.2
C -6.2718 -0.4003 2.7048 0.0 -0.3 -0.3
F -5.9752 0.8505 2.3666 0.1 0.5 -0.2
F -5.5016 -0.7558 3.7147 0.4 -0.2 0.5
F -7.5311 -0.4222 3.1205 -0.4 -0.1 0.1
C -0.8076 -2.2984 2.3597 0.1 0.5 0.5
C -0.5000 -1.6402 3.6478 -0.2 -0.4 -0.8
N -0.2654 -1.1461 4.6505 0.1 0.2 0.5
S -2.1000 -3.4748 2.8189 0.1 0.0 0.2
O -3.3150 -2.7945 3.0860 0.2 -0.3 -0.1
O -1.5281 -4.4232 3.7065 -0.2 0.2 -0.3
F -2.2517 -4.1918 1.4251 0.0 -0.1 0.1
H 1.8902 -1.0067 2.6012 0.1 0.0 -0.1
H 3.4035 -0.1588 2.2504 -0.1 -0.1 0.0
H 1.8453 0.6935 2.0936 0.2 0.0 -0.1
H 3.2828 -0.1325 -1.2803 0.0 0.0 0.1
H 4.3619 -0.4357 0.1024 0.0 0.0 0.0
H 3.4397 1.0765 0.0289 0.0 -0.1 -0.2
H 0.5143 -2.4653 0.2000 -0.1 0.0 0.1
H -0.4781 -1.5329 -0.9125 0.1 0.1 0.1
H -2.3169 -0.9062 -0.5148 -0.1 -0.1 0.1
H -2.7721 -2.3691 0.3085 0.1 0.0 0.1
H -3.5934 -0.5877 2.2124 -0.1 -0.2 -0.1
H -3.4350 0.5276 0.8829 0.0 -0.1 0.2
H -4.8701 -1.7192 -0.2077 -0.2 0.0 0.2
H -5.3864 -0.0542 -0.0397 0.0 -0.1 0.1
H 0.0539 -2.9430 2.1481 -0.2 0.2 -0.2
F 5.6241 -3.1673 1.1041 0.0 0.1 0.0
C 6.8231 -3.7857 1.1269 0.1 0.0 0.0
F 7.4821 -3.4782 -0.0104 0.0 0.0 0.0
C 6.6394 -5.3032 1.1931 -0.1 0.0 -0.1
F 6.0350 -5.7415 0.0715 0.0 0.0 0.0
F 7.9098 -5.8053 1.2144 0.0 0.0 0.0
C 5.9458 -5.8769 2.4336 0.2 -0.2 0.4
O 4.5746 -6.1959 2.3055 -0.1 0.2 -0.5
C 3.5810 -5.3034 2.5745 0.0 -0.1 0.2
F 4.0376 -4.1378 3.0640 0.0 0.0 0.0
F 2.7802 -5.8525 3.5167 0.0 0.1 0.1
C 2.6842 -5.0798 1.3480 0.0 0.0 -0.1
F 3.3819 -4.5791 0.3165 0.0 0.0 0.1
F 1.7167 -4.1777 1.6892 0.1 0.0 -0.1
H 7.4032 -3.4295 1.9821 0.0 0.0 0.0
H 6.4283 -6.8397 2.5935 0.0 0.0 0.0
H 6.1426 -5.2672 3.3160 0.0 0.1 -0.1
H 2.2088 -6.0158 1.0529 0.0 0.0 0.0
F 1.8990 6.8810 -0.1466 0.0 0.1 0.0
C 1.0004 7.4433 0.6935 0.0 0.0 0.1
F 1.6510 7.8512 1.8022 0.0 0.0 -0.1
C -0.0681 6.4228 1.0967 0.1 -0.1 0.1
F 0.4937 5.4265 1.8033 -0.1 0.1 0.0
F -0.9105 7.1124 1.9252 0.0 0.0 0.0
C -0.9574 5.8568 -0.0171 -0.5 0.2 0.0
O -0.5999 4.5864 -0.5107 0.2 -0.1 0.2
C 0.2708 4.4366 -1.5392 -0.1 -0.1 -0.1
F 0.6250 5.6091 -2.0954 0.0 0.0 -0.1
F -0.3561 3.7138 -2.5131 0.0 0.1 0.0
C 1.4939 3.6234 -1.1107 0.1 -0.1 0.1
F 2.1317 4.2637 -0.1056 0.0 -0.1 -0.1
F 2.3439 3.5336 -2.1654 0.0 0.0 0.0
H 0.5433 8.3097 0.2084 0.0 0.0 0.0
H -1.9252 5.6994 0.4562 0.0 0.0 0.0
H -1.1019 6.5838 -0.8178 0.2 0.0 0.0
H 1.2084 2.6247 -0.7847 0.0 0.0 0.0
F 1.9640 1.2185 -4.9731 0.0 0.0 0.0
C 0.7611 1.0240 -4.3954 0.0 0.1 0.1
F 0.8700 -0.0056 -3.5251 0.1 -0.1 -0.1
C -0.2930 0.6636 -5.4437 0.1 -0.1 -0.1
F 0.0117 -0.5152 -6.0237 0.0 0.0 0.0
F -1.4489 0.4908 -4.7288 0.0 0.0 0.0
C -0.6200 1.7172 -6.5079 -0.4 0.3 0.0
O -0.0019 1.5585 -7.7667 0.2 -0.4 0.1
C 1.2088 2.1162 -8.0545 -0.1 0.1 -0.1
F 1.6608 2.9051 -7.0661 0.0 0.0 0.0
F 1.0506 2.8937 -9.1534 0.0 0.1 0.0
C 2.2418 1.0461 -8.4346 0.0 0.0 0.0
F 2.4135 0.1804 -7.4172 0.0 0.0 0.0
F 3.4217 1.6545 -8.6868 0.0 0.0 0.0
H 0.4685 1.9201 -3.8453 0.0 0.0 0.0
H -1.6811 1.5796 -6.7111 0.0 0.0 0.0
H -0.4946 2.7261 -6.1131 0.1 -0.1 0.1
H 1.9090 0.5063 -9.3228 0.0 0.0 0.0
F 8.2704 6.4447 -0.0583 0.0 0.0 0.0
C 9.0775 6.2911 -1.1258 0.1 0.0 0.0
F 9.6348 7.4882 -1.4151 0.0 0.0 0.0
C 8.2851 5.8146 -2.3472 -0.1 0.1 0.0
F 7.3991 6.7585 -2.7181 0.0 0.0 0.0
F 9.2207 5.7005 -3.3398 0.0 0.0 0.0
C 7.6058 4.4420 -2.2639 0.1 -0.5 -0.2
O 6.2274 4.4281 -1.9685 -0.1 0.5 0.0
C 5.7555 4.3697 -0.6902 0.0 -0.2 0.0
F 6.7418 4.2198 0.2148 0.0 0.0 0.0
F 4.9638 3.2737 -0.5957 0.0 0.0 0.1
C 4.8834 5.5890 -0.3593 0.0 0.1 0.1
F 5.6222 6.7129 -0.4845 0.0 0.0 0.0
F 4.4798 5.4881 0.9249 0.0 0.0 0.0
H 9.8726 5.5807 -0.8841 0.0 0.0 0.0
H 7.6651 4.0496 -3.2781 0.0 0.0 0.0
H 8.1695 3.7634 -1.6222 0.0 0.1 0.1
H 4.0201 5.6449 -1.0219 0.0 -0.1 0.0
F -10.2931 -6.1378 4.6690 0.0 0.0 0.0
C -10.1752 -4.9981 5.3791 0.0 0.1 0.1
F -11.2186 -4.9212 6.2350 0.0 0.0 0.0
C -10.2140 -3.7755 4.4577 -0.2 0.1 -0.2
F -11.4193 -3.6968 3.8572 0.0 0.0 0.0
F -10.0971 -2.7019 5.2972 0.1 0.0 0.0
C -9.0927 -3.6170 3.4255 0.6 0.3 0.0
O -9.3729 -4.0222 2.1018 -0.5 -0.1 0.1
C -9.1818 -5.2991 1.6745 0.2 0.0 -0.1
F -8.5813 -6.0703 2.5975 0.0 0.0 0.0
F -8.3600 -5.2515 0.5945 0.1 0.0 0.0
C -10.4884 -5.9341 1.1795 0.0 0.0 0.0
F -11.3981 -5.9731 2.1714 0.0 0.0 0.0
F -10.2290 -7.2012 0.7843 0.0 0.0 0.0
H -9.2458 -5.0177 5.9542 0.0 0.0 0.0
H -8.9349 -2.5436 3.3411 -0.1 0.0 0.0
H -8.1548 -4.0415 3.7880 -0.1 -0.1 0.1
H -10.8847 -5.3613 0.3393 0.0 0.0 0.0
```
Positions in Å, forces in eV/Å.

Results
E_tot in eV: -196662.9789
Highest occupied orbital energy in eV: -9.94
HOMO-LUMO gap in eV: 10.09

Results of the Mulliken charge analysis, in e, for atoms 1 through 99: number 1, C, carries -0.930; number 2, N, carries 0.579; number 3, C, carries -1.378; number 4, C, carries -0.200; number 5, O, carries -0.319; number 6, C, carries -1.479; number 7, C, carries 3.755; number 8, C, carries -1.442; number 9, N, carries -0.578; number 10, C, carries -2.765; number 11, C, carries -0.584; number 12, C, carries -1.806; number 13, C, carries 1.171; number 14, F, carries -0.352; number 15, F, carries -0.259; number 16, C, carries 0.619; number 17, F, carries -0.295; number 18, F, carries -0.187; number 19, F, carries -0.259; number 20, C, carries 1.874; number 21, C, carries -0.092; number 22, N, carries -0.551; number 23, S, carries 1.121; number 24, O, carries -0.332; number 25, O, carries -0.647; number 26, F, carries -0.276; number 27, H, carries 0.063; number 28, H, carries 0.494; number 29, H, carries 0.252; number 30, H, carries 0.351; number 31, H, carries 0.307; number 32, H, carries 0.615; number 33, H, carries 0.165; number 34, H, carries 0.744; number 35, H, carries 0.777; number 36, H, carries 0.650; number 37, H, carries 0.680; number 38, H, carries 0.485; number 39, H, carries 0.634; number 40, H, carries 0.386; number 41, H, carries -0.919; number 42, F, carries -0.163; number 43, C, carries 0.017; number 44, F, carries -0.270; number 45, C, carries 0.904; number 46, F, carries -0.269; number 47, F, carries -0.329; number 48, C, carries -0.723; number 49, O, carries -0.386; number 50, C, carries 0.801; number 51, F, carries -0.261; number 52, F, carries -0.306; number 53, C, carries 0.088; number 54, F, carries -0.256; number 55, F, carries -0.317; number 56, H, carries 0.275; number 57, H, carries 0.385; number 58, H, carries 0.337; number 59, H, carries 0.263; number 60, F, carries -0.143; number 61, C, carries 0.019; number 62, F, carries -0.273; number 63, C, carries 0.915; number 64, F, carries -0.220; number 65, F, carries -0.340; number 66, C, carries -0.781; number 67, O, carries -0.320; number 68, C, carries 0.532; number 69, F, carries -0.304; number 70, F, carries -0.281; number 71, C, carries 1.641; number 72, F, carries -0.183; number 73, F, carries -0.237; number 74, H, carries 0.252; number 75, H, carries 0.394; number 76, H, carries 0.326; number 77, H, carries -0.793; number 78, F, carries -0.257; number 79, C, carries 0.491; number 80, F, carries -0.220; number 81, C, carries 0.906; number 82, F, carries -0.287; number 83, F, carries -0.316; number 84, C, carries -0.821; number 85, O, carries -0.405; number 86, C, carries 0.831; number 87, F, carries -0.275; number 88, F, carries -0.309; number 89, C, carries 0.181; number 90, F, carries -0.205; number 91, F, carries -0.256; number 92, H, carries -0.145; number 93, H, carries 0.423; number 94, H, carries 0.398; number 95, H, carries 0.248; number 96, F, carries -0.208; number 97, C, carries 0.068; number 98, F, carries -0.267; number 99, C, carries 0.900